[1]
DFT (ωB97M-V/def2-TZVPD) results for a single C4H8O2 molecule.

Output
**HOMO level**: -8.97 eV
**DFT total energy**: -307.6068 Ha
**2S+1**: 1
**Kohn-Sham gap**: 9.971 eV
**Largest force on an atom**: 0.5 eV/Å

Each line ends with the Mulliken charge.
Atoms and positions in Å:
C: -2.45308 -0.36609 0.34342  -1.10
C: -1.19485 0.32756 -0.12829  -0.09
O: -0.35551 0.58660 1.02524  -0.02
C: 0.96007 0.58898 0.97343  -0.33
O: 1.34489 0.32891 -0.27885  -0.15
C: 2.75681 0.22884 -0.45477  -0.59
H: -2.22075 -1.36333 0.72885  0.30
H: -2.94982 0.20281 1.13319  0.30
H: -3.14597 -0.47612 -0.49764  0.35
H: -0.65255 -0.28515 -0.84600  0.28
H: -1.40922 1.29326 -0.59514  0.25
H: 3.27968 0.79924 0.31658  0.32
H: 2.99096 0.62594 -1.44391  0.23
H: 3.05726 -0.82308 -0.41896  0.26

Forces on atoms 1 to 2 (eV/Å):
C -0.04 -0.02 0.05
C -0.10 -0.05 -0.26

=====

[2]
DFT (ωB97M-V/def2-TZVPD) results for 2 unconnected molecules or ions with the total composition C5H15N2O.

Output
**HOMO level (alpha / beta)**: -11.09 / -11.59 eV
**Charge**: +1
**DFT total energy**: -383.8618 Ha
**2S+1**: 1
**Kohn-Sham gap (alpha / beta)**: 7.433 / 8.385 eV
**Largest force on an atom**: 3.4 eV/Å

Each line ends with the Mulliken charge.
Atoms and positions in Å:
C: -1.71551 -0.11750 -1.17314  -1.41
C: -0.02695 1.69773 -0.62307  -1.13
C: 0.84283 -0.45923 -1.65909  -0.60
C: -0.12203 -0.81984 1.37695  -0.20
C: -0.28994 0.30692 -0.94870  0.89
N: -0.94762 -0.73623 2.50355  -0.40
N: 1.29052 -0.41406 1.67788  -0.46
O: 2.06474 -0.11993 -0.96142  -0.61
H: -1.86314 -0.10387 -2.23653  0.43
H: -1.89457 -1.22500 -1.01361  0.34
H: -2.48990 0.48202 -0.55160  0.30
H: -0.77928 2.08404 0.11919  0.29
H: 0.05127 2.57748 -1.35212  0.33
H: 1.01037 1.64533 -0.12542  0.18
H: 0.61118 -1.51586 -1.47954  0.28
H: 0.75523 -0.16515 -2.66025  0.56
H: -0.22454 -1.86089 1.09583  0.33
H: -1.66951 -1.39725 2.66313  0.21
H: -0.84615 -0.00784 3.13998  0.17
H: 1.82566 -0.76759 2.62983  0.38
H: 1.43327 0.67093 1.61354  0.39
H: 1.83535 -0.54596 0.70912  0.42
H: 2.83223 0.23273 -1.46687  0.32

Forces on atoms 1 to 2 (eV/Å):
C -0.44 -1.00 1.05
C 1.30 2.29 2.00

=====

[3]
DFT (ωB97M-V/def2-TZVPD) results for a molecular structure, C18H20N8O4PRuS3Sb.

Output
**HOMO level (alpha / beta)**: -6.65 / -6.64 eV
**DFT total energy**: -3308.0914 Ha
**2S+1**: 1
**Kohn-Sham gap (alpha / beta)**: 5.893 / 5.889 eV
**Largest force on an atom**: 1.7 eV/Å

Each line ends with the Mulliken charge.
Atoms and positions in Å:
Ru: 0.19836 0.04333 -1.07716  0.34
C: -1.87147 -0.65541 3.74837  -0.95
N: -1.98677 -0.77843 2.31074  0.25
C: -2.43117 -1.88745 1.64653  -0.35
C: -2.28582 -1.61871 0.31895  -0.93
N: -1.75707 -0.36981 0.15963  -0.10
C: -1.57466 0.11806 1.37530  0.32
P: -0.92350 1.77403 1.80286  -0.45
C: 0.85338 1.37946 1.65956  -0.11
N: 1.43861 1.08666 0.51631  0.89
C: 2.74501 0.82587 0.78821  -0.93
C: 2.95716 0.97941 2.12778  -0.51
N: 1.75290 1.33182 2.67450  0.28
C: 1.48852 1.57863 4.07677  -0.83
C: -1.10751 2.55824 0.17317  -0.31
N: -1.05246 1.96765 -1.01225  0.48
C: -1.26400 2.92640 -1.94655  -0.94
C: -1.46244 4.12465 -1.32355  -0.28
N: -1.36036 3.88576 0.01679  0.24
C: -1.48776 4.88932 1.05533  -0.87
H: -2.79344 -0.97545 4.23045  0.38
H: -1.05079 -1.27493 4.11217  0.32
H: -1.68344 0.38501 4.00425  0.36
H: -2.77935 -2.76596 2.16175  0.49
H: -2.52342 -2.23707 -0.53052  0.48
H: 3.44064 0.55227 0.01352  0.45
H: 3.84570 0.86077 2.72343  0.46
H: 2.43131 1.62177 4.61509  0.34
H: 0.97435 2.52986 4.20685  0.33
H: 0.87984 0.78183 4.50369  0.25
H: -1.26015 2.71476 -2.99972  0.57
H: -1.63163 5.10405 -1.73591  0.44
H: -2.01655 5.74655 0.64790  0.34
H: -2.05598 4.49278 1.89450  0.36
H: -0.50801 5.21191 1.40837  0.29
C: 0.21110 -1.82872 -4.43772  -1.41
C: 0.39566 -2.55870 -3.15715  0.16
N: 0.33218 -2.02912 -1.94845  0.43
C: 0.54993 -3.03951 -1.04580  0.20
C: 0.73177 -4.20873 -1.72520  0.11
N: 0.62894 -3.87997 -3.05436  -0.05
C: 0.96758 -5.61279 -1.31826  0.55
O: 0.96009 -5.84363 -0.03116  -0.56
O: 1.14354 -6.45809 -2.16890  -0.65
C: 0.62107 -2.75588 0.42485  0.25
O: 0.55371 -3.73243 1.20614  -0.86
O: 0.75284 -1.54824 0.73025  -0.24
H: -0.71133 -1.25026 -4.40274  0.26
H: 0.17847 -2.52061 -5.27718  0.38
H: 1.03244 -1.12696 -4.58966  0.25
H: 0.75102 -4.55477 -3.79361  0.25
H: 0.81824 -4.98386 0.50214  0.39
S: 0.21064 4.26883 -4.88413  -0.56
Sb: 2.06598 3.03932 -4.54563  0.44
S: 1.49480 0.96688 -2.79571  -0.10
S: 2.17334 2.74965 -2.03478  -0.32

Forces on atoms 1 to 2 (eV/Å):
Ru -0.85 1.19 0.83
C 0.06 -0.10 0.12

=====

[4]
DFT (ωB97M-V/def2-TZVPD) results for a single C3H3FN2 molecule.

Output
**HOMO level (alpha / beta)**: -9.36 / -9.13 eV
**DFT total energy**: -325.2878 Ha
**2S+1**: 1
**Kohn-Sham gap (alpha / beta)**: 7.630 / 7.840 eV
**Largest force on an atom**: 4.2 eV/Å

Each line ends with the Mulliken charge.
Atoms and positions in Å:
C: -0.79938 1.04689 0.13580  0.22
C: 1.21634 -0.27422 -0.21682  0.18
C: -1.92489 0.38351 0.47219  -0.08
N: 0.46962 0.84897 -0.16198  -0.52
N: 1.06271 -1.33470 0.42307  -0.58
F: -2.60875 -0.54947 -0.20263  -0.12
H: -0.97225 2.10847 0.18174  0.35
H: 1.95046 -0.06107 -1.04164  0.33
H: 1.60615 -2.16838 0.41027  0.23

Forces on atoms 1 to 2 (eV/Å):
C 3.40 0.59 -2.14
C 1.08 -1.02 -2.15

=====

[5]
DFT (ωB97M-V/def2-TZVPD) results for a molecular structure, C29H33F6N9O4S3Zr.

Output
**HOMO level**: -13.07 eV
**Charge**: +2
**DFT total energy**: -3759.1475 Ha
**2S+1**: 1
**Kohn-Sham gap**: 7.177 eV
**Largest force on an atom**: 1.1 eV/Å

Each line ends with the Mulliken charge.
Atoms and positions in Å:
Zr: 0.36866 0.12790 0.77287  -0.08
C: -3.27662 5.75313 -0.51080  -1.53
C: -2.43123 4.52157 -0.66406  0.25
C: -2.92766 3.38063 -1.29857  -0.97
C: -2.16270 2.23571 -1.41022  -0.13
C: -0.86857 2.19511 -0.90594  -0.06
N: -0.04810 1.02608 -1.04626  1.19
C: 0.66146 0.99837 -2.28183  1.45
C: 0.28387 1.82213 -3.35240  -0.99
C: 0.95146 1.83019 -4.56011  -1.39
C: 2.07431 1.04038 -4.77645  0.26
C: 2.84754 1.09551 -6.06209  -1.63
C: 2.47948 0.23874 -3.72415  -0.74
C: 1.78495 0.19336 -2.51705  0.36
N: 2.30643 -0.70603 -1.53644  0.52
C: 2.98606 -1.83681 -1.78037  -0.03
C: 3.46635 -2.32713 -0.58311  -1.51
C: 3.02143 -1.42027 0.36670  -0.22
N: 2.31620 -0.43186 -0.20883  0.05
C: -0.37560 3.32545 -0.26100  0.27
C: -1.15006 4.47086 -0.13292  -0.51
N: 0.91019 3.28509 0.35283  0.03
C: 1.78596 4.29432 0.49571  -0.22
C: 2.81712 3.85527 1.29693  -1.52
C: 2.48314 2.54244 1.61564  -0.32
N: 1.32856 2.19674 1.04331  0.89
H: -4.02347 5.81762 -1.29993  0.41
H: -2.66944 6.65659 -0.53788  0.41
H: -3.80427 5.73747 0.44474  0.27
H: -3.92859 3.39762 -1.71130  0.47
H: -2.54775 1.35718 -1.91353  0.61
H: -0.56450 2.47847 -3.24207  0.38
H: 0.59642 2.48377 -5.34724  0.44
H: 2.20215 1.37096 -6.89433  0.40
H: 3.31072 0.13684 -6.29149  0.39
H: 3.64197 1.84141 -5.99999  0.32
H: 3.38571 -0.34330 -3.83157  0.67
H: 3.09485 -2.21290 -2.78271  0.49
H: 4.06504 -3.20718 -0.42794  0.52
H: 3.16345 -1.42706 1.43483  0.56
H: -0.76320 5.32110 0.41562  0.59
H: 1.61870 5.24349 0.01534  0.56
H: 3.68699 4.40744 1.60370  0.47
H: 3.02205 1.83030 2.21766  0.58
F: 2.79314 -2.03002 4.40200  -0.18
C: 2.51665 -0.85605 4.95894  0.54
F: 2.23502 -1.01074 6.23218  -0.17
F: 3.53772 -0.03094 4.79957  -0.17
S: 1.05710 -0.12462 4.09094  0.99
O: 1.49357 -0.20769 2.66536  -0.31
O: 0.83343 1.17390 4.61700  -0.70
N: -0.09688 -1.12940 4.39746  -0.57
S: -0.86827 -1.97780 3.34169  1.26
O: -2.13378 -2.39248 3.82825  -0.64
O: -0.86291 -1.34889 2.01394  -0.55
C: 0.11508 -3.51810 3.05243  0.55
F: 0.46856 -4.05007 4.20040  -0.20
F: -0.62384 -4.36502 2.35165  -0.21
F: 1.20596 -3.20653 2.34302  -0.18
C: -4.57949 -0.61731 3.34822  -1.06
N: -3.56239 0.05819 2.55078  0.06
C: -2.58056 0.77597 3.05592  0.34
N: -2.46829 0.92908 4.36543  -0.17
S: -1.46758 1.63167 2.03104  -0.37
H: -5.23659 -1.16233 2.67836  0.37
H: -5.17603 0.10767 3.90440  0.38
H: -4.11362 -1.33035 4.02917  0.34
H: -3.62591 0.04124 1.54659  0.23
H: -3.10945 0.50435 5.01790  0.24
H: -1.68238 1.44680 4.72882  0.24
C: -2.01150 -4.41855 -1.49649  -1.64
C: -0.57638 -3.97397 -1.82096  1.94
C: -0.42826 -3.62799 -3.31041  -1.50
C: 0.43859 -5.04667 -1.39665  -1.43
C: -0.29827 -2.76208 -1.04629  -0.18
N: -0.08715 -1.81988 -0.42790  -0.51
H: -2.22002 -5.33268 -2.05152  0.44
H: -2.73777 -3.66341 -1.79589  0.37
H: -2.13145 -4.62808 -0.43379  0.33
H: -0.65381 -4.51884 -3.89567  0.44
H: 0.58871 -3.31298 -3.54627  0.27
H: -1.11783 -2.83788 -3.60673  0.38
H: 0.25391 -5.94492 -1.98495  0.45
H: 0.33094 -5.29848 -0.34166  0.32
H: 1.46254 -4.72080 -1.57957  0.32

Forces on atoms 1 to 2 (eV/Å):
Zr -1.01 0.39 0.15
C 0.00 0.01 0.00

=====

Energy relative to the best compared isomer or geometry (same formula, charge and spin) per entry: 277.2; 496.7; 286.6; 535.2; 20.6 kJ/mol
M per entry: 88.11; 119.19; 762.41; 86.07; 873.06 g/mol